1.
Computed, not measured: a 9-piece molecular cluster, C29H80N4O13 overall in a non-equilibrium geometry, with ωB97M-V/def2-TZVPD.

Calculated values
Max |F|: 3.4 eV/Å
Gap between HOMO and LUMO: 8.15 eV
HOMO energy: -8.159 eV
LUMO energy: -0.01 eV
Calculated total energy: -2349.53994 Ha
Energy above the lowest of the compared OMol25 structures with the same formula, charge and spin: 128.9 kcal per mole

XYZ file:
```
126
C29H80N4O13 | the OMol25 dataset | ωB97M-V/def2-TZVPD
C 2.002 -5.587 -3.602
O 2.722 -6.838 -3.424
C 2.657 -7.420 -2.089
C 3.136 -8.863 -2.377
N 4.483 -8.876 -3.072
C 4.924 -10.159 -3.620
C 3.906 -10.542 -4.698
O 4.093 -9.599 -5.799
C 3.065 -9.519 -6.763
H 2.451 -4.768 -3.039
H 0.988 -5.752 -3.238
H 1.913 -5.247 -4.634
H 1.631 -7.266 -1.756
H 3.249 -6.850 -1.373
H 2.359 -9.282 -3.015
H 3.207 -9.561 -1.543
H 4.285 -8.179 -3.776
H 4.757 -10.889 -2.828
H 5.923 -10.147 -4.057
H 2.845 -10.628 -4.464
H 4.246 -11.510 -5.067
H 2.916 -10.468 -7.277
H 3.212 -8.672 -7.433
H 2.191 -9.241 -6.173
C 6.222 6.420 1.875
O 7.120 7.528 2.020
C 6.816 8.446 3.089
C 5.322 9.000 3.170
N 4.453 8.100 3.861
C 3.408 8.927 4.480
C 2.109 8.137 4.839
O 1.560 7.482 3.740
C 2.058 6.241 3.322
H 5.172 6.660 1.710
H 6.306 5.665 2.657
H 6.568 5.779 1.063
H 7.392 9.368 3.006
H 7.140 7.923 3.988
H 4.973 9.074 2.140
H 5.295 10.016 3.563
H 4.032 7.394 3.274
H 3.074 9.774 3.880
H 3.777 9.396 5.392
H 1.446 8.808 5.385
H 2.384 7.424 5.616
H 2.162 5.592 4.192
H 2.969 6.306 2.728
H 1.249 5.806 2.736
C -6.447 -2.104 8.735
O -5.624 -1.192 8.008
C -4.738 -1.984 7.154
C -3.914 -0.989 6.190
N -2.750 -0.519 6.898
C -2.168 0.670 6.347
C -2.534 1.888 7.201
O -3.835 2.289 6.752
C -4.765 2.568 7.750
H -6.961 -1.609 9.559
H -5.907 -2.946 9.169
H -7.138 -2.680 8.119
H -5.317 -2.642 6.507
H -4.130 -2.701 7.706
H -4.487 -0.169 5.760
H -3.336 -1.412 5.368
H -2.898 -0.524 7.897
H -2.207 0.694 5.258
H -1.115 0.395 6.416
H -1.798 2.648 6.935
H -2.417 1.601 8.245
H -5.120 1.615 8.145
H -5.680 3.037 7.388
H -4.362 3.118 8.600
C -7.010 0.433 -9.037
O -6.376 -0.501 -8.125
C -6.285 0.053 -6.780
C -5.149 -0.610 -6.013
N -3.865 0.014 -5.951
C -3.378 0.130 -7.300
C -1.908 0.405 -7.229
O -1.740 1.842 -6.929
C -0.652 2.315 -7.761
H -8.092 0.301 -9.062
H -6.597 0.179 -10.013
H -6.736 1.470 -8.842
H -7.225 -0.107 -6.253
H -6.122 1.114 -6.592
H -4.954 -1.678 -6.113
H -5.609 -0.515 -5.030
H -3.251 0.230 -5.179
H -3.896 0.865 -7.916
H -3.367 -0.840 -7.798
H -1.367 -0.029 -8.070
H -1.402 -0.110 -6.412
H -0.923 2.249 -8.815
H 0.297 1.808 -7.585
H -0.551 3.378 -7.540
C 5.108 0.098 5.001
O 6.013 -0.338 6.033
H 4.557 -0.727 4.549
H 4.486 0.806 5.549
H 5.645 0.571 4.179
H 6.286 0.389 6.598
C -2.374 4.267 -1.725
O -3.040 3.122 -1.257
H -2.071 3.938 -2.719
H -3.147 5.027 -1.839
H -1.602 4.663 -1.064
H -3.936 3.321 -0.974
C 4.662 1.280 -1.620
O 3.649 2.150 -2.146
H 5.036 0.734 -2.486
H 5.529 1.723 -1.130
H 4.416 0.526 -0.873
H 2.794 1.718 -2.087
C -4.075 -3.625 -0.487
O -4.986 -4.421 0.217
H -3.914 -4.141 -1.434
H -4.364 -2.579 -0.590
H -3.073 -3.653 -0.059
H -5.708 -3.907 0.586
C 0.154 -0.470 0.843
O -0.228 -0.140 -0.429
H 1.005 -1.147 0.764
H 0.332 0.422 1.444
H -0.664 -1.043 1.281
H -0.857 0.582 -0.495
```

=====

2.
Computed, not measured: a 8-piece molecular cluster, C29H81N9O8 overall in a non-equilibrium geometry, with ωB97M-V/def2-TZVPD.

Calculated values
Max |F|: 1.8 eV/Å
Gap between HOMO and LUMO: 9.21 eV
HOMO energy: -8.983 eV
LUMO energy: 0.22 eV
Calculated total energy: -2248.11184 Ha
Energy above the lowest of the compared OMol25 structures with the same formula, charge and spin: 19.6 kcal per mole

XYZ file:
```
127
C29H81N9O8 | the OMol25 dataset | ωB97M-V/def2-TZVPD
C -4.074 0.727 0.298
C -5.459 0.797 0.901
C -5.460 1.702 2.129
O -6.671 1.809 2.828
C -7.012 0.621 3.504
N -6.421 1.198 -0.120
H -3.857 1.599 -0.344
H -3.946 -0.069 -0.435
H -3.312 0.792 1.074
H -5.693 -0.216 1.249
H -5.154 2.705 1.821
H -4.681 1.310 2.806
H -6.229 0.329 4.216
H -7.213 -0.209 2.820
H -7.911 0.797 4.094
H -6.098 2.015 -0.624
H -7.316 1.431 0.296
C 6.765 -1.767 -1.252
C 5.596 -0.797 -1.262
C 4.590 -1.147 -2.355
O 3.787 -2.222 -1.960
C 2.837 -2.602 -2.924
N 4.980 -0.710 0.058
H 6.486 -2.822 -1.181
H 7.457 -1.606 -0.424
H 7.333 -1.659 -2.180
H 6.012 0.187 -1.498
H 5.099 -1.371 -3.310
H 4.011 -0.242 -2.611
H 1.925 -2.935 -2.431
H 3.265 -3.341 -3.607
H 2.525 -1.745 -3.543
H 4.601 -1.604 0.356
H 4.146 -0.135 -0.045
C 0.836 1.533 -3.988
C -0.173 1.884 -5.061
C -1.338 2.701 -4.510
O -1.975 2.077 -3.427
C -2.890 1.082 -3.814
N 0.467 2.638 -6.145
H 1.801 1.212 -4.380
H 0.484 0.648 -3.449
H 0.918 2.329 -3.248
H -0.606 0.964 -5.493
H -2.036 3.031 -5.288
H -0.873 3.621 -4.132
H -3.535 0.811 -2.984
H -2.372 0.274 -4.340
H -3.598 1.469 -4.571
H -0.150 2.763 -6.940
H 1.272 2.135 -6.497
C -0.450 -8.697 1.805
C 0.227 -7.978 0.655
C 0.777 -6.625 1.039
O -0.263 -5.855 1.572
C 0.068 -4.495 1.793
N 1.331 -8.792 0.122
H 0.262 -9.010 2.575
H -0.960 -9.610 1.490
H -1.172 -8.020 2.259
H -0.546 -7.838 -0.116
H 1.299 -6.201 0.168
H 1.551 -6.716 1.818
H -0.821 -3.896 1.602
H 0.864 -4.142 1.135
H 0.405 -4.387 2.830
H 1.683 -8.406 -0.745
H 1.004 -9.730 -0.072
C 2.547 -1.169 8.301
C 2.420 -0.482 6.962
C 1.250 -1.071 6.147
O 1.054 -0.314 4.968
C 0.713 -1.120 3.866
N 2.431 0.971 7.071
H 1.780 -0.994 9.060
H 3.469 -0.791 8.754
H 2.657 -2.249 8.189
H 3.281 -0.784 6.349
H 0.340 -0.962 6.760
H 1.469 -2.126 5.969
H 0.479 -0.512 2.997
H -0.156 -1.767 4.058
H 1.512 -1.827 3.605
H 1.661 1.260 7.671
H 2.186 1.329 6.150
C 1.017 9.550 -0.525
C -0.048 8.470 -0.540
C 0.046 7.591 -1.770
O 1.305 6.949 -1.794
C 1.311 5.674 -2.340
N 0.198 7.641 0.690
H 1.054 10.243 -1.373
H 2.021 9.170 -0.349
H 0.805 10.258 0.285
H -1.031 8.885 -0.327
H -0.117 8.101 -2.728
H -0.711 6.789 -1.716
H 0.560 5.004 -1.871
H 2.271 5.215 -2.127
H 0.988 5.656 -3.389
H 1.054 7.116 0.513
H -0.511 6.907 0.659
C -0.995 -0.713 -0.684
C 0.517 -0.559 -0.673
C 0.965 0.785 -0.153
O 2.284 0.981 -0.643
C 3.019 2.041 -0.073
N 1.072 -1.583 0.267
H -1.319 -0.670 0.359
H -1.301 -1.694 -1.050
H -1.467 0.093 -1.250
H 0.935 -0.744 -1.668
H 0.981 0.880 0.938
H 0.305 1.580 -0.536
H 4.012 1.920 -0.499
H 3.077 2.003 1.021
H 2.588 3.016 -0.333
H 0.855 -2.502 -0.105
H 2.076 -1.444 0.158
C -3.927 -2.920 -2.228
O -3.344 -3.515 -1.343
N -5.294 -2.978 -2.403
N -3.267 -2.180 -3.177
H -5.723 -3.724 -1.890
H -5.720 -2.530 -3.192
H -3.740 -1.777 -3.964
H -2.294 -1.973 -3.066
```